This record from the Open Molecules 2025 dataset describes 14 unconnected molecules or ions with the total composition C56H154N14O14. The level of theory is ωB97M-V with the def2-TZVPD basis set.

Last column: Löwdin charge in e.
Cartesian coordinates (Å):
C (-10.29, 17.24, 16.47)  -0.034
C (-10.76, 17.69, 17.87)  -0.393
C (-11.20, 19.16, 17.94)  -0.180
O (-11.70, 19.44, 19.24)  -0.253
C (-11.84, 20.82, 19.49)  -0.086
N (-11.95, 16.88, 18.23)  0.061
H (-11.22, 17.04, 15.94)  0.070
H (-9.69, 16.34, 16.59)  0.081
H (-9.77, 18.01, 15.90)  0.080
H (-9.93, 17.50, 18.56)  0.123
H (-11.99, 19.32, 17.20)  0.116
H (-10.37, 19.84, 17.70)  0.130
H (-10.86, 21.31, 19.55)  0.090
H (-12.48, 21.07, 20.33)  0.077
H (-12.35, 21.26, 18.62)  0.093
H (-12.52, 16.91, 17.39)  0.050
H (-12.38, 17.42, 18.97)  0.031
C (-14.98, 16.28, 24.70)  -0.060
C (-13.96, 17.22, 25.34)  -0.392
C (-12.54, 16.69, 25.11)  -0.221
O (-12.46, 15.40, 25.67)  -0.192
C (-11.21, 14.74, 25.52)  -0.080
N (-14.05, 18.59, 24.78)  0.055
H (-14.73, 15.96, 23.69)  0.070
H (-15.99, 16.71, 24.72)  0.052
H (-14.97, 15.39, 25.33)  0.078
H (-14.11, 17.28, 26.42)  0.137
H (-11.76, 17.35, 25.51)  0.117
H (-12.32, 16.69, 24.03)  0.117
H (-11.17, 14.43, 24.47)  0.078
H (-11.20, 13.90, 26.21)  0.090
H (-10.36, 15.39, 25.75)  0.080
H (-15.00, 18.93, 24.90)  0.029
H (-13.88, 18.44, 23.80)  0.014
C (-22.65, 15.24, 23.51)  -0.060
C (-22.06, 14.71, 24.82)  -0.413
C (-20.56, 14.35, 24.61)  -0.181
O (-19.86, 15.53, 24.18)  -0.197
C (-18.53, 15.17, 23.84)  -0.102
N (-22.32, 15.62, 25.92)  0.043
H (-22.36, 16.26, 23.29)  0.055
H (-23.73, 15.28, 23.64)  0.086
H (-22.40, 14.64, 22.64)  0.026
H (-22.57, 13.81, 25.18)  0.132
H (-20.56, 13.55, 23.86)  0.089
H (-20.12, 14.01, 25.55)  0.126
H (-18.49, 14.14, 23.47)  0.089
H (-17.84, 15.22, 24.69)  0.080
H (-18.16, 15.86, 23.08)  0.055
H (-21.88, 16.51, 25.73)  0.024
H (-21.82, 15.35, 26.76)  0.072
C (-15.05, 17.69, 19.48)  -0.041
C (-15.36, 18.36, 20.82)  -0.393
C (-16.69, 17.92, 21.42)  -0.208
O (-17.79, 18.20, 20.58)  -0.214
C (-18.96, 17.60, 21.10)  -0.108
N (-14.27, 18.05, 21.74)  0.059
H (-14.91, 16.61, 19.60)  0.082
H (-14.21, 18.13, 18.97)  0.056
H (-15.94, 17.77, 18.85)  0.055
H (-15.37, 19.45, 20.75)  0.129
H (-16.89, 18.33, 22.42)  0.123
H (-16.60, 16.85, 21.66)  0.124
H (-19.79, 18.17, 20.69)  0.073
H (-19.04, 17.69, 22.19)  0.074
H (-18.99, 16.52, 20.92)  0.094
H (-13.52, 18.69, 21.49)  0.057
H (-13.94, 17.10, 21.76)  0.043
C (-23.03, 17.80, 20.96)  -0.043
C (-24.11, 17.20, 20.02)  -0.427
C (-25.20, 18.21, 19.68)  -0.215
O (-26.08, 18.55, 20.71)  -0.170
C (-26.78, 17.48, 21.28)  -0.125
N (-23.48, 16.64, 18.83)  0.041
H (-22.48, 18.57, 20.41)  0.060
H (-22.28, 17.03, 21.16)  0.056
H (-23.42, 18.19, 21.90)  0.073
H (-24.58, 16.35, 20.52)  0.113
H (-25.80, 17.85, 18.83)  0.122
H (-24.68, 19.08, 19.28)  0.121
H (-26.21, 16.76, 21.88)  0.075
H (-27.33, 16.90, 20.53)  0.093
H (-27.48, 17.92, 21.99)  0.089
H (-22.74, 17.25, 18.49)  0.027
H (-22.93, 15.81, 19.07)  0.012
C (-18.04, 22.03, 19.43)  -0.055
C (-18.96, 21.79, 20.62)  -0.412
C (-20.32, 21.18, 20.22)  -0.216
O (-21.13, 22.12, 19.56)  -0.181
C (-22.35, 21.53, 19.13)  -0.103
N (-18.31, 20.88, 21.56)  0.074
H (-18.54, 22.70, 18.72)  0.079
H (-17.81, 21.06, 18.98)  0.061
H (-17.07, 22.39, 19.78)  0.065
H (-19.14, 22.76, 21.08)  0.135
H (-20.82, 20.85, 21.14)  0.117
H (-20.07, 20.35, 19.54)  0.104
H (-22.97, 21.30, 20.00)  0.084
H (-22.15, 20.61, 18.58)  0.077
H (-22.90, 22.25, 18.52)  0.087
H (-17.48, 21.26, 22.00)  0.028
H (-18.14, 19.98, 21.14)  0.031
C (-10.04, 20.94, 24.78)  -0.062
C (-11.29, 21.33, 24.01)  -0.385
C (-11.05, 22.37, 22.94)  -0.197
O (-12.29, 22.80, 22.42)  -0.232
C (-12.20, 23.94, 21.59)  -0.100
N (-11.71, 20.05, 23.35)  0.045
H (-10.09, 20.04, 25.39)  0.074
H (-9.78, 21.76, 25.45)  0.080
H (-9.17, 20.79, 24.13)  0.067
H (-12.11, 21.58, 24.69)  0.141
H (-10.39, 22.01, 22.13)  0.121
H (-10.56, 23.29, 23.29)  0.128
H (-11.76, 24.79, 22.14)  0.092
H (-13.19, 24.23, 21.24)  0.080
H (-11.58, 23.69, 20.73)  0.085
H (-12.60, 20.32, 22.92)  0.053
H (-11.97, 19.43, 24.11)  0.041
C (-13.20, 13.44, 20.24)  -0.055
C (-12.33, 14.23, 21.23)  -0.423
C (-10.89, 13.69, 21.30)  -0.208
O (-10.83, 12.59, 22.18)  -0.195
C (-9.50, 12.23, 22.52)  -0.103
N (-12.43, 15.64, 20.91)  0.039
H (-14.27, 13.61, 20.40)  0.067
H (-13.00, 12.38, 20.46)  0.075
H (-12.87, 13.61, 19.21)  0.071
H (-12.80, 14.10, 22.22)  0.129
H (-10.19, 14.49, 21.58)  0.105
H (-10.55, 13.40, 20.30)  0.129
H (-9.09, 13.10, 23.06)  0.080
H (-8.85, 12.03, 21.66)  0.087
H (-9.55, 11.34, 23.14)  0.088
H (-12.21, 15.81, 19.92)  0.029
H (-11.62, 16.08, 21.34)  0.032
C (-8.43, 19.20, 21.15)  -0.039
C (-9.07, 17.83, 21.52)  -0.406
C (-8.70, 17.27, 22.86)  -0.214
O (-7.32, 16.97, 22.96)  -0.178
C (-6.86, 16.92, 24.29)  -0.116
N (-10.52, 18.04, 21.40)  0.053
H (-7.34, 19.14, 21.17)  0.074
H (-8.67, 19.92, 21.93)  0.058
H (-8.73, 19.54, 20.16)  0.063
H (-8.72, 17.11, 20.77)  0.133
H (-9.20, 16.30, 22.92)  0.112
H (-9.05, 17.85, 23.73)  0.120
H (-5.79, 16.75, 24.33)  0.087
H (-7.40, 16.23, 24.95)  0.082
H (-7.01, 17.91, 24.74)  0.083
H (-10.83, 18.68, 22.13)  0.032
H (-10.68, 18.45, 20.47)  0.032
C (-15.92, 23.98, 23.32)  -0.047
C (-15.61, 22.55, 23.72)  -0.423
C (-16.61, 21.94, 24.70)  -0.199
O (-16.30, 20.60, 24.97)  -0.208
C (-17.39, 19.85, 25.47)  -0.104
N (-15.36, 21.71, 22.55)  0.057
H (-16.13, 24.62, 24.18)  0.084
H (-16.80, 23.99, 22.67)  0.078
H (-15.12, 24.40, 22.72)  0.061
H (-14.60, 22.58, 24.15)  0.122
H (-17.61, 22.15, 24.29)  0.128
H (-16.56, 22.47, 25.66)  0.134
H (-16.97, 18.92, 25.87)  0.083
H (-18.21, 19.72, 24.76)  0.074
H (-17.84, 20.35, 26.34)  0.092
H (-14.61, 22.03, 21.95)  0.055
H (-15.25, 20.72, 22.76)  0.055
C (-21.44, 19.11, 24.09)  -0.044
C (-21.00, 19.32, 25.51)  -0.440
C (-22.09, 19.81, 26.45)  -0.204
O (-22.74, 20.97, 25.99)  -0.168
C (-23.78, 21.39, 26.80)  -0.135
N (-20.30, 18.14, 26.01)  0.051
H (-22.38, 18.57, 24.14)  0.077
H (-20.71, 18.65, 23.43)  0.064
H (-21.64, 20.07, 23.60)  0.082
H (-20.24, 20.12, 25.50)  0.114
H (-21.75, 19.93, 27.48)  0.127
H (-22.84, 19.00, 26.49)  0.127
H (-23.48, 21.65, 27.83)  0.086
H (-24.60, 20.67, 26.95)  0.089
H (-24.23, 22.29, 26.37)  0.088
H (-19.69, 17.70, 25.33)  0.055
H (-19.70, 18.34, 26.81)  0.078
C (-20.63, 13.68, 21.27)  -0.059
C (-21.60, 13.24, 20.17)  -0.412
C (-22.99, 13.05, 20.73)  -0.217
O (-23.12, 11.93, 21.56)  -0.158
C (-24.18, 11.99, 22.47)  -0.116
N (-21.59, 14.17, 19.05)  0.054
H (-19.62, 13.69, 20.85)  0.082
H (-20.61, 13.00, 22.13)  0.071
H (-20.93, 14.66, 21.67)  0.060
H (-21.11, 12.31, 19.82)  0.140
H (-23.69, 12.80, 19.91)  0.133
H (-23.39, 14.02, 21.05)  0.114
H (-25.16, 11.99, 21.96)  0.090
H (-24.17, 12.86, 23.14)  0.073
H (-24.25, 11.11, 23.10)  0.089
H (-22.13, 13.72, 18.31)  0.100
H (-20.66, 14.28, 18.68)  0.045
C (-15.37, 19.97, 16.02)  -0.066
C (-14.47, 19.19, 15.07)  -0.426
C (-14.92, 17.74, 14.96)  -0.195
O (-14.57, 17.06, 16.16)  -0.218
C (-14.70, 15.66, 16.07)  -0.100
N (-14.54, 19.81, 13.74)  0.032
H (-14.97, 20.95, 16.27)  0.078
H (-15.54, 19.43, 16.96)  0.063
H (-16.38, 20.13, 15.61)  0.071
H (-13.46, 19.24, 15.48)  0.120
H (-14.38, 17.27, 14.14)  0.126
H (-16.01, 17.71, 14.79)  0.127
H (-14.17, 15.26, 15.21)  0.094
H (-15.76, 15.38, 16.07)  0.066
H (-14.35, 15.17, 16.98)  0.083
H (-15.49, 19.80, 13.37)  0.072
H (-14.44, 20.80, 13.94)  0.069
C (-19.00, 18.84, 17.08)  -0.056
C (-19.61, 17.45, 17.03)  -0.405
C (-18.52, 16.35, 16.97)  -0.185
O (-19.15, 15.10, 17.07)  -0.205
C (-18.32, 13.99, 17.32)  -0.115
N (-20.62, 17.32, 18.08)  0.070
H (-18.58, 19.16, 16.12)  0.070
H (-18.13, 18.92, 17.74)  0.061
H (-19.74, 19.60, 17.32)  0.072
H (-20.20, 17.32, 16.12)  0.142
H (-17.76, 16.51, 17.75)  0.120
H (-18.04, 16.38, 15.99)  0.123
H (-17.69, 13.67, 16.49)  0.086
H (-19.00, 13.14, 17.46)  0.083
H (-17.77, 14.04, 18.26)  0.092
H (-20.09, 17.39, 18.96)  0.043
H (-20.85, 16.32, 18.13)  0.045

Calculated values
Highest occupied orbital energy = -8.276 eV
Spin multiplicity = 1
LUMO level = 0.42 eV
Total energy = -4045.6824 a.u.
F_max = 2.7 eV Å⁻¹
Relative energy (zero: lowest compared OMol25 entry of this formula, charge and spin) = 45.5 kcal per mole